{"formula": "C3H2ClNOS", "method": "the ωB97M-V functional and the def2-TZVPD basis", "species": ["C", "C", "C", "H", "H", "N", "O", "S", "Cl"], "xyz": [[-0.6687, -0.0721, 0.5923], [-1.3203, 1.2354, 0.3163], [0.6922, 0.1618, 0.0489], [-0.5420, -0.3136, 1.6714], [-2.3689, 1.5331, 0.4848], [-0.5334, 2.0739, -0.2460], [0.7576, 1.4873, -0.3507], [2.0536, -0.7200, 0.0551], [-1.4408, -1.4157, -0.2503]], "mol_weight_da": 135.6, "e_tot_ha": -1103.81499, "lumo_energy_ev": -0.80, "e_above_lowest_kcal_mol": 39.9, "homo_lumo_gap_ev": 8.621}

=====

{"formula": "C3H2ClNS", "method": "the ωB97M-V functional and the def2-TZVPD basis", "species": ["C", "C", "C", "N", "S", "Cl", "H", "H"], "xyz": [[-0.9861, -1.0251, -0.1295], [1.2807, 0.2670, 0.6438], [-0.5922, 0.2502, -0.4864], [-1.1980, -2.1104, 0.2535], [2.3924, 0.9159, -0.1755], [-1.5994, 1.6606, -0.0343], [1.1462, -0.4317, 1.5173], [-0.4436, 0.4735, -1.5890]], "mol_weight_da": 119.6, "e_tot_ha": -1028.51558, "lumo_energy_ev": [-1.18, -1.18], "e_above_lowest_kcal_mol": 79.0, "homo_lumo_gap_ev": [7.673, 7.674]}

=====

Please write out number 1 again, unchanged.
{"formula": "C3H2ClNOS", "method": "the ωB97M-V functional and the def2-TZVPD basis", "species": ["C", "C", "C", "H", "H", "N", "O", "S", "Cl"], "xyz": [[-0.6687, -0.0721, 0.5923], [-1.3203, 1.2354, 0.3163], [0.6922, 0.1618, 0.0489], [-0.5420, -0.3136, 1.6714], [-2.3689, 1.5331, 0.4848], [-0.5334, 2.0739, -0.2460], [0.7576, 1.4873, -0.3507], [2.0536, -0.7200, 0.0551], [-1.4408, -1.4157, -0.2503]], "mol_weight_da": 135.6, "e_tot_ha": -1103.81499, "lumo_energy_ev": -0.80, "e_above_lowest_kcal_mol": 39.9, "homo_lumo_gap_ev": 8.621}